ORCA calculation (the ωB97M-V functional and the def2-TZVPD basis) on one molecule with the formula C3H5I at a distorted geometry.

Results
HOMO-LUMO gap   9.19 eV
DFT total energy   -414.941499 hartree
E_LUMO   -0.187 eV
Relative energy (zero: lowest compared OMol25 entry of this formula, charge and spin)   0.8955 eV
M   167.98 g/mol

The geometry in XYZ format:
```
9
C3H5I, DFT the ωB97M-V functional and the def2-TZVPD basis
C -1.052 0.616 0.481
C 0.014 -0.203 0.491
C 1.037 -0.284 -0.535
I 3.154 0.373 0.000
H -1.805 0.521 1.293
H -1.258 1.120 -0.359
H 0.342 -0.886 1.322
H 1.430 -1.325 -0.608
H 0.723 0.133 -1.377
```

These are the Löwdin partial charges, in e, on atoms 1 to 6: number 1, C, carries 0.03; number 2, C, carries -0.29; number 3, C, carries -0.55; number 4, I, carries 0.59; number 5, H, carries 0.08; number 6, H, carries 0.02

---

ORCA calculation (the ωB97M-V functional and the def2-TZVPD basis) on C10H9N as an isolated structure at a distorted geometry.

Results
HOMO-LUMO gap   8.55 eV
DFT total energy   -441.104106 hartree
E_LUMO   0.820 eV
Relative energy (zero: lowest compared OMol25 entry of this formula, charge and spin)   3.1463 eV
M   143.19 g/mol

The geometry in XYZ format:
```
20
C10H9N, DFT the ωB97M-V functional and the def2-TZVPD basis
C 3.205 -0.026 0.013
C 2.532 1.180 0.307
C 1.122 1.116 0.311
C 0.405 -0.040 -0.027
C 1.157 -1.203 -0.460
C 2.531 -1.134 -0.399
C -1.017 0.072 -0.064
C -1.970 0.941 -0.725
C -3.272 0.540 -0.422
C -3.209 -0.587 0.433
H 4.254 -0.022 -0.041
H 3.232 2.180 0.959
H 0.635 1.941 0.768
H 0.582 -1.963 -0.767
H 2.895 -2.130 -0.680
H -1.608 1.725 -1.313
H -4.229 1.164 -0.648
H -4.120 -1.145 0.877
H -1.315 -1.698 1.326
N -1.811 -0.910 0.552
```

These are the Löwdin partial charges, in e, on atoms 1 to 6: number 1, C, carries -0.13; number 2, C, carries -0.08; number 3, C, carries -0.06; number 4, C, carries -0.18; number 5, C, carries -0.01; number 6, C, carries -0.11

---

ORCA calculation (the ωB97M-V functional and the def2-TZVPD basis) on C45H50N4O6P2S2Se2W as an isolated structure at a distorted geometry.

Results
HOMO-LUMO gap (alpha / beta)   6.20 / 5.44 eV
Spin multiplicity   3
DFT total energy   -8764.269143 hartree
E_LUMO (alpha / beta)   -0.609 / -1.550 eV
Relative energy (zero: lowest compared OMol25 entry of this formula, charge and spin)   1.9511 eV
M   1210.76 g/mol
⟨S²⟩   2.05

The geometry in XYZ format:
```
112
C45H50N4O6P2S2Se2W, DFT the ωB97M-V functional and the def2-TZVPD basis
W -0.246 0.017 0.834
Se 0.197 -1.696 2.418
P -1.564 1.019 3.039
Se -2.572 -0.208 0.338
C -2.580 2.529 3.039
C -3.031 3.148 1.880
C -3.773 4.314 1.960
C -4.034 4.890 3.192
C -3.575 4.282 4.352
C -2.860 3.104 4.280
C -2.764 -0.104 3.795
C -2.351 -1.173 4.594
C -3.286 -2.018 5.159
C -4.640 -1.801 4.957
C -5.055 -0.743 4.160
C -4.132 0.100 3.580
H -2.854 2.714 0.904
H -4.144 4.749 1.044
H -4.606 5.805 3.247
H -3.778 4.727 5.315
H -2.511 2.619 5.182
H -1.300 -1.368 4.750
H -2.946 -2.856 5.750
H -5.373 -2.456 5.408
H -6.106 -0.580 3.974
H -4.460 0.885 2.916
O 3.087 -0.192 -1.375
C 2.208 -0.656 -0.688
O 1.510 0.044 0.179
C 1.831 -2.132 -0.689
P -0.022 -2.197 -0.708
C -0.378 -3.859 -0.036
C 0.530 -4.908 -0.059
C 0.184 -6.118 0.515
C -1.062 -6.286 1.095
C -1.972 -5.242 1.108
C -1.628 -4.026 0.552
C -0.510 -2.468 -2.442
C 0.357 -2.516 -3.524
C -0.149 -2.692 -4.800
C -1.512 -2.820 -5.005
C -2.379 -2.782 -3.924
C -1.883 -2.601 -2.647
H 2.130 -2.569 0.277
H 2.322 -2.667 -1.502
H 1.506 -4.788 -0.508
H 0.898 -6.928 0.515
H -1.317 -7.231 1.550
H -2.942 -5.360 1.567
H -2.318 -3.192 0.604
H 1.419 -2.385 -3.392
H 0.531 -2.717 -5.638
H -1.898 -2.932 -6.008
H -3.444 -2.878 -4.074
H -2.555 -2.531 -1.801
C 3.239 2.592 -0.067
N 2.463 2.732 -1.271
C 1.145 2.845 -1.349
S 0.105 2.706 0.011
N 0.593 3.224 -2.502
C 1.312 3.336 -3.753
H 4.064 3.305 -0.097
H 3.638 1.579 0.000
H 2.617 2.801 0.801
H 2.962 2.545 -2.131
H -0.415 3.181 -2.550
H 2.186 3.978 -3.627
H 0.656 3.783 -4.495
H 1.615 2.343 -4.104
C 3.216 -0.544 2.679
C 2.656 0.782 2.982
C 3.342 1.682 3.844
C 2.570 2.802 3.928
C 1.422 2.558 3.124
C 0.365 3.588 3.037
N 1.476 1.326 2.539
H 4.252 -0.589 3.008
H 3.157 -0.798 1.623
H 2.656 -1.314 3.223
H 4.281 1.484 4.319
H 2.747 3.702 4.484
H 0.834 4.560 2.878
H -0.157 3.645 3.996
H -0.369 3.429 2.254
C -8.578 1.351 -5.818
C -7.520 1.955 -4.946
C -7.167 1.388 -3.727
C -6.196 1.966 -2.922
C -5.575 3.120 -3.354
C -5.897 3.694 -4.568
C -6.869 3.116 -5.359
S -4.238 3.864 -2.448
O -4.345 3.604 -1.044
O -4.062 5.229 -2.862
N -2.940 3.027 -3.119
C -2.558 1.809 -2.438
C -1.688 0.899 -3.316
C -0.329 0.552 -2.700
O 0.673 0.501 -3.392
O -0.322 0.310 -1.424
H -9.013 0.468 -5.360
H -8.162 1.074 -6.786
H -9.372 2.075 -5.998
H -7.652 0.480 -3.401
H -5.936 1.535 -1.966
H -5.388 4.599 -4.859
H -7.126 3.560 -6.309
H -2.194 3.678 -3.316
H -3.488 1.310 -2.166
H -2.036 2.028 -1.494
H -1.522 1.356 -4.293
H -2.192 -0.056 -3.473
```

These are the Löwdin partial charges, in e, on atoms 1 to 6: number 1, W, carries 0.77; number 2, Se, carries 0.37; number 3, P, carries 0.92; number 4, Se, carries 0.32; number 5, C, carries -0.49; number 6, C, carries -0.13